DFT (the ωB97M-V functional and the def2-TZVPD basis) results for C14H15NO5S as an isolated structure.

```
36
Properties=species:S:1:pos:R:3:lowdin_charge:R:1
C 1.057 -0.391 3.117 -0.045
C -1.912 -3.195 -2.285 -0.038
H 1.477 2.264 5.130 -0.056
C -2.255 1.142 -2.992 -0.543
H -0.950 -2.802 -4.400 0.044
H -1.347 1.660 -4.393 0.023
N 0.367 0.797 -1.374 0.035
H -2.250 -2.665 -0.226 0.165
H 0.848 0.960 5.645 0.028
H 0.441 0.770 -2.241 -0.018
C 2.111 1.470 1.371 -0.058
H 2.585 1.290 5.494 0.125
C -1.350 -1.179 -1.564 -0.313
H -2.268 -4.338 -2.188 0.139
C -1.799 1.046 -1.536 -0.148
C 1.528 1.374 5.053 0.012
C 2.013 1.899 2.783 -0.039
C -1.961 -2.213 -1.265 -0.110
H 2.669 2.004 0.515 0.150
O -1.109 1.516 -3.593 0.174
H 0.663 -0.974 4.008 0.147
H -1.778 2.162 -1.079 0.188
C -0.891 0.145 -1.069 -0.377
H -2.938 0.830 -0.989 0.204
O -0.989 -1.382 -2.893 -0.053
S 1.583 -0.308 -0.780 0.713
C 1.698 0.340 0.856 -0.262
O 1.455 -1.798 -0.782 -0.277
H -1.153 -0.116 0.227 0.254
C 1.530 0.943 3.486 -0.209
C 1.089 -0.664 1.873 -0.065
O -3.256 0.971 -3.520 0.207
C -1.240 -2.673 -3.490 0.091
H 0.834 -1.599 1.591 0.068
H 2.658 2.759 2.850 0.127
O 2.840 -0.044 -1.339 -0.282
```

Output
Spin multiplicity   1
Energy above the lowest of the compared OMol25 structures with the same formula, charge and spin   302.7 kcal per mole
HOMO energy   -8.93 eV
Total charge   0
LUMO energy   0.44 eV
Frontier orbital gap   9.371 eV